# 1
C25H45IrNOP2 | ωB97M-V with the def2-TZVPD basis set

Structure (XYZ):
```
75
Properties=species:S:1:pos:R:3:mulliken_charge:R:1
Ir -0.367 -0.203 0.886 0.78
C 1.945 0.280 1.547 0.63
C 1.751 1.296 0.535 0.87
C 0.253 1.730 2.236 0.41
C 1.138 0.642 2.639 1.01
C 0.696 2.161 0.925 1.16
C 3.144 -0.640 1.639 -2.04
H 3.493 -1.023 0.665 0.36
H 3.013 -1.516 2.294 0.37
H 3.995 -0.082 2.056 0.40
C 1.333 0.113 4.013 -1.12
H 1.926 -0.823 4.118 0.41
H 0.439 -0.284 4.527 -0.02
H 1.527 0.937 4.745 0.38
C -0.775 2.421 3.066 -1.97
H -0.302 3.269 3.555 0.46
H -1.164 1.813 3.898 0.32
H -1.671 2.790 2.546 0.20
C 0.357 3.535 0.457 -2.09
H 1.084 4.177 0.969 0.42
H -0.633 3.890 0.784 0.44
H 0.451 3.724 -0.615 0.34
C 2.879 1.648 -0.354 -1.91
H 3.629 2.071 0.328 0.39
H 2.623 2.411 -1.091 0.47
H 3.356 0.801 -0.857 0.20
C 0.072 -1.243 -2.773 0.36
C 1.386 -0.974 -2.544 0.38
C 2.328 -0.580 -3.671 -1.20
C 2.098 0.894 -4.185 -1.05
C 0.936 1.654 -3.513 -0.32
C -0.339 1.356 -3.791 -0.39
C -0.724 0.223 -4.750 -0.84
C -0.531 -1.225 -4.165 -1.14
H 2.219 -1.269 -4.530 0.45
H 1.866 0.819 -5.259 0.35
H 3.364 -0.672 -3.311 0.36
H 0.093 -1.801 -4.871 0.40
H -0.655 -1.412 -1.969 0.13
H 1.846 -0.942 -1.549 0.05
H -1.515 -1.710 -4.116 0.33
H -1.772 0.372 -5.052 0.40
H -1.158 1.995 -3.456 0.46
H -0.101 0.302 -5.655 0.35
H 3.029 1.477 -4.090 0.35
H 1.210 2.521 -2.911 0.59
P -0.022 -2.541 1.214 1.01
C 0.416 -2.989 2.956 -1.60
H 0.313 -4.075 3.030 0.63
H -0.255 -2.538 3.696 0.41
H 1.446 -2.717 3.194 0.31
C -1.490 -3.599 0.980 -1.24
H -1.250 -4.591 1.379 0.45
H -1.736 -3.702 -0.082 0.36
H -2.363 -3.211 1.520 0.33
C 1.265 -3.583 0.443 -1.46
H 1.067 -3.741 -0.623 0.40
H 1.245 -4.561 0.946 0.50
H 2.271 -3.165 0.563 0.30
P -2.476 0.587 0.067 1.68
C -2.729 2.391 -0.284 -1.64
H -3.633 2.472 -0.906 0.52
H -1.905 2.923 -0.778 0.20
H -2.960 2.911 0.660 0.45
C -3.507 -0.415 -1.093 -1.22
H -3.337 -0.175 -2.149 0.30
H -4.566 -0.214 -0.857 0.52
H -3.353 -1.495 -0.931 0.30
C -3.814 0.660 1.322 -1.80
H -4.655 1.167 0.841 0.60
H -3.494 1.238 2.194 0.36
H -4.116 -0.352 1.606 0.35
O -1.630 -0.556 5.113 -0.61
C -1.237 -0.486 3.939 0.30
N -1.267 -0.567 2.690 -0.62
```

## Properties
- 2S+1 = 5
- gap between HOMO and LUMO (alpha / beta) (hartree) = 0.2772 / 0.2261
- HOMO level (alpha / beta) (eV) = -9.320 / -11.490
- F_max (eV/A) = 5.66
- lowest unoccupied orbital energy (alpha / beta) (hartree) = -0.065 / -0.196
- total charge = +1
- relative energy (zero: lowest compared OMol25 entry of this formula, charge and spin) (kcal per mole) = 0.0

# 2
C25H45N4O7PS | ωB97M-V with the def2-TZVPD basis set

Structure (XYZ):
```
83
Properties=species:S:1:pos:R:3:mulliken_charge:R:1
C 5.195 -2.724 0.394 -0.96
C 4.623 -4.186 0.019 -0.36
C 3.278 -4.575 0.839 -0.63
N 2.305 -5.385 -0.015 -0.34
C 1.041 -4.606 -0.133 0.18
C -0.321 -5.109 0.472 -1.02
C -1.586 -4.191 0.332 0.61
C -3.047 -4.535 0.903 -0.69
O -3.175 -5.881 1.413 -0.08
O -4.472 -6.194 1.673 -0.44
C -1.466 -2.802 -0.408 -0.21
P -2.955 -1.614 -0.562 0.31
N -3.014 -0.991 -2.063 -0.68
C -0.119 -2.319 -1.046 0.48
N 0.231 -1.123 -1.755 -0.55
S 1.887 -1.104 -2.252 0.23
N 2.291 -2.626 -1.553 -0.49
C 1.165 -3.235 -0.912 0.64
H 6.137 -2.572 -0.265 0.30
H 5.527 -2.631 1.498 0.29
H 4.479 -1.870 0.137 0.20
H 4.418 -4.194 -1.109 0.27
H 5.415 -4.970 0.326 0.34
H 2.767 -3.633 1.274 0.28
H 3.552 -5.241 1.745 0.41
H 2.125 -6.267 0.500 0.33
H -0.393 -6.125 1.005 0.21
H -3.371 -3.780 1.724 0.34
H -3.779 -4.357 0.017 0.29
H -5.073 -5.837 0.974 0.34
H -2.725 -0.583 0.432 0.10
H -4.188 -2.324 -0.266 0.07
H -2.896 0.032 -1.886 0.22
C 3.926 3.970 -3.068 -1.22
C 2.894 3.048 -2.476 0.92
C 2.860 2.919 -0.977 -0.73
O 2.117 2.430 -3.184 -0.56
H 3.834 3.965 -4.157 0.32
H 3.764 4.989 -2.708 0.31
H 4.928 3.629 -2.799 0.37
H 2.651 3.892 -0.526 0.09
H 3.815 2.530 -0.616 0.35
H 2.068 2.222 -0.692 0.24
C 2.636 8.062 0.954 -1.08
C 2.484 6.617 1.348 0.73
C 2.179 6.321 2.791 -0.90
O 2.603 5.722 0.528 -0.55
H 2.854 8.125 -0.115 0.28
H 1.709 8.602 1.154 0.31
H 3.463 8.512 1.507 0.32
H 1.230 6.783 3.072 0.27
H 2.985 6.694 3.425 0.34
H 2.096 5.240 2.929 0.24
C -1.908 5.406 -5.506 -1.08
C -0.457 5.050 -5.313 0.83
C -0.136 3.629 -4.934 -0.85
O 0.422 5.881 -5.458 -0.57
H -1.989 6.461 -5.776 0.30
H -2.334 4.804 -6.312 0.31
H -2.458 5.238 -4.578 0.31
H -0.483 2.949 -5.715 0.36
H -0.608 3.383 -3.980 0.29
H 0.944 3.518 -4.828 0.10
C -3.184 -8.969 -0.151 -0.97
C -4.584 -9.336 -0.567 0.82
C -5.312 -10.351 0.274 -1.07
O -5.106 -8.833 -1.545 -0.56
H -2.783 -8.229 -0.847 0.23
H -3.197 -8.537 0.851 0.23
H -2.545 -9.855 -0.175 0.42
H -5.418 -9.980 1.295 0.29
H -4.768 -11.298 0.269 0.32
H -6.308 -10.518 -0.143 0.30
C -1.427 6.665 6.691 -1.07
C -1.356 6.418 5.207 0.73
C -2.593 5.885 4.534 -1.04
O -0.338 6.641 4.577 -0.52
H -0.465 7.047 7.040 0.28
H -2.198 7.406 6.908 0.32
H -1.642 5.730 7.213 0.33
H -3.416 6.592 4.655 0.32
H -2.860 4.916 4.960 0.32
H -2.396 5.756 3.467 0.27
```

## Properties
- gap between HOMO and LUMO (hartree) = 0.2479
- HOMO level (eV) = -8.137
- structure (SMILES) = CCCNc1cc(COO)c([PH2]=N)c2nsnc12.CC(C)=O.CC(C)=O.CC(C)=O.CC(C)=O.CC(C)=O
- F_max (eV/A) = 6.34
- lowest unoccupied orbital energy (hartree) = -0.051
- total charge = 0

# 3
C25H45N6OPb | ωB97M-V with the def2-TZVPD basis set

Structure (XYZ):
```
78
Properties=species:S:1:pos:R:3:mulliken_charge:R:1
Pb 6.489 5.966 0.258 1.35
C 3.322 4.431 1.067 -0.11
O 4.594 4.316 0.456 -0.63
H 3.023 5.450 1.309 -0.06
H 2.503 4.152 0.405 -0.01
H 3.230 3.915 2.023 0.25
C 2.326 8.913 2.536 -1.25
C 2.299 7.738 3.577 0.03
C 3.685 7.623 4.301 -0.54
C 4.761 7.335 3.362 0.31
N 5.663 7.083 2.676 -0.48
H 2.560 9.874 2.995 0.39
H 1.356 9.059 2.062 0.36
H 3.006 8.796 1.692 0.31
H 1.998 6.768 3.182 -0.17
H 1.533 7.872 4.341 0.40
H 3.725 6.897 5.113 0.39
H 3.861 8.590 4.774 0.35
C 5.661 -0.124 3.831 -1.47
C 5.268 0.850 2.694 0.62
C 6.368 1.799 2.178 0.04
C 7.609 1.169 1.622 0.13
N 8.577 0.702 1.217 -0.45
H 6.284 0.304 4.616 0.36
H 6.149 -0.997 3.399 0.42
H 4.845 -0.664 4.312 0.40
H 4.397 1.463 2.927 -0.28
H 4.947 0.178 1.898 0.03
H 6.681 2.530 2.924 0.40
H 5.942 2.421 1.391 -0.21
C 0.185 0.399 1.386 -1.48
C 1.519 0.608 0.600 0.65
C 2.198 -0.790 0.309 -0.41
C 1.440 -1.929 -0.212 0.02
N 0.810 -2.819 -0.656 -0.43
H -0.519 -0.140 0.752 0.55
H -0.266 1.376 1.559 0.21
H 0.293 -0.210 2.284 0.39
H 2.207 1.242 1.159 0.00
H 1.279 1.080 -0.352 -0.06
H 2.756 -1.176 1.163 0.20
H 2.944 -0.529 -0.441 0.37
C 3.544 4.656 -4.440 -1.29
C 3.751 4.018 -3.087 -0.04
C 2.833 2.764 -2.905 -0.24
C 1.413 2.867 -3.127 0.29
N 0.271 2.972 -3.292 -0.51
H 3.381 3.866 -5.173 0.31
H 4.445 5.206 -4.714 0.39
H 2.639 5.262 -4.464 0.34
H 3.615 4.738 -2.280 0.00
H 4.799 3.754 -2.947 0.36
H 3.062 2.252 -1.971 0.05
H 3.158 2.029 -3.642 0.40
C 0.273 0.765 6.214 -1.32
C 0.229 1.940 5.281 -0.63
C 1.565 2.226 4.493 1.14
C 2.609 2.714 5.413 -0.02
N 3.485 3.044 6.133 -0.62
H 0.282 -0.158 5.634 0.29
H -0.640 0.790 6.809 0.40
H 1.106 0.830 6.913 0.33
H -0.134 2.790 5.860 0.43
H -0.595 1.804 4.581 0.38
H 1.366 2.901 3.660 -0.44
H 1.962 1.316 4.041 0.05
C -2.209 3.897 0.136 -1.49
C -0.738 4.335 0.001 0.47
C -0.366 5.491 0.984 -0.30
C -0.271 5.079 2.382 0.29
N -0.234 4.706 3.487 -0.57
H -2.838 4.658 -0.327 0.41
H -2.440 3.769 1.194 0.35
H -2.292 2.907 -0.311 0.39
H -0.495 4.632 -1.019 0.42
H -0.201 3.431 0.287 -0.53
H -0.984 6.389 0.973 0.49
H 0.638 5.855 0.766 0.13
```

## Properties
- gap between HOMO and LUMO (hartree) = 0.2425
- HOMO level (eV) = -13.092
- F_max (eV/A) = 3.75
- lowest unoccupied orbital energy (hartree) = -0.239
- total charge = +1
- relative energy (zero: lowest compared OMol25 entry of this formula, charge and spin) (kcal per mole) = 95.3

# 4
C25H45OSn | ωB97M-V with the def2-TZVPD basis set

Structure (XYZ):
```
72
Properties=species:S:1:pos:R:3:mulliken_charge:R:1
C 3.749 1.055 3.009 -0.51
O 2.336 1.326 2.906 -0.27
C 1.478 0.350 2.966 0.01
C 0.088 0.634 2.994 0.87
C -0.809 -0.461 3.011 -0.69
C -2.173 -0.240 3.023 -0.64
C -2.687 1.068 3.025 1.04
C -4.170 1.288 3.031 -1.39
C -1.798 2.156 3.021 -0.62
C -0.428 1.965 3.008 -0.64
H 4.214 2.044 3.035 0.27
H 3.975 0.492 3.927 0.38
H 4.090 0.485 2.131 0.15
H 1.852 -0.683 3.015 0.39
H -0.373 -1.463 3.013 0.39
H -2.872 -1.078 3.030 0.42
H -4.398 2.357 3.031 0.36
H -4.640 0.836 2.147 0.35
H -4.636 0.835 3.916 0.35
H -2.212 3.166 3.028 0.31
H 0.266 2.802 3.013 0.48
C 8.637 -0.392 -4.821 -1.32
C 7.484 -1.318 -5.194 -0.56
C 6.125 -0.629 -5.028 -0.13
C 4.929 -1.529 -5.365 -1.13
Sn 3.633 -1.784 -3.646 0.83
C 2.869 0.157 -3.088 -1.06
C 3.949 1.173 -2.725 0.05
C 3.400 2.523 -2.240 -0.87
C 2.509 2.432 -1.004 -0.96
C 1.979 -3.079 -4.135 -1.15
C 2.094 -3.537 -5.588 -0.26
C 0.953 -4.465 -6.019 -0.48
C 1.122 -4.899 -7.467 -1.29
C 4.806 -2.585 -1.970 -1.40
C 3.877 -2.716 -0.816 0.81
C 3.745 -1.569 0.154 -1.04
C 3.129 -3.832 -0.654 -1.34
H 9.588 -0.915 -4.939 0.38
H 8.654 0.495 -5.461 0.32
H 8.560 -0.060 -3.782 0.30
H 7.589 -1.647 -6.236 0.38
H 7.515 -2.224 -4.576 0.29
H 6.049 -0.240 -3.997 -0.10
H 6.087 0.259 -5.678 0.45
H 4.285 -1.082 -6.133 0.39
H 5.211 -2.544 -5.676 0.53
H 2.299 0.468 -3.974 0.50
H 2.168 -0.043 -2.268 0.30
H 4.623 0.763 -1.953 0.15
H 4.575 1.362 -3.610 0.21
H 4.255 3.177 -2.035 0.37
H 2.837 2.988 -3.059 0.35
H 2.201 3.436 -0.700 0.43
H 1.604 1.852 -1.205 0.30
H 3.024 1.975 -0.150 0.11
H 1.999 -3.912 -3.421 0.27
H 1.076 -2.480 -3.959 0.40
H 2.106 -2.658 -6.254 0.27
H 3.056 -4.054 -5.743 0.27
H 0.934 -5.336 -5.355 0.34
H 0.001 -3.941 -5.884 0.33
H 0.308 -5.563 -7.756 0.39
H 1.115 -4.039 -8.140 0.32
H 2.064 -5.433 -7.611 0.32
H 5.164 -3.538 -2.382 0.61
H 5.624 -1.864 -1.838 0.42
H 4.385 -0.720 -0.117 0.27
H 2.703 -1.209 0.206 0.31
H 4.016 -1.873 1.179 0.51
H 2.438 -3.915 0.183 0.28
H 3.219 -4.662 -1.352 0.34
```

## Properties
- gap between HOMO and LUMO (hartree) = 0.1766
- HOMO level (eV) = -10.114
- F_max (eV/A) = 1.61
- lowest unoccupied orbital energy (hartree) = -0.195
- total charge = +1
- relative energy (zero: lowest compared OMol25 entry of this formula, charge and spin) (kcal per mole) = 0.0

# 5
C25H46AlO3P2S | ωB97M-V with the def2-TZVPD basis set

Structure (XYZ):
```
78
Properties=species:S:1:pos:R:3:mulliken_charge:R:1
Al -1.231 1.160 0.277 -0.47
C -2.130 3.795 1.298 0.89
C -2.359 3.122 0.057 0.48
C -3.249 1.859 1.832 -0.42
C -2.662 3.017 2.346 0.74
C -3.090 1.864 0.372 2.61
C -1.611 5.177 1.440 -1.75
H -1.193 5.567 0.500 0.32
H -0.817 5.212 2.195 0.15
H -2.414 5.859 1.751 0.42
C -2.740 3.373 3.782 -2.07
H -2.358 4.380 3.976 0.39
H -2.143 2.678 4.382 0.31
H -3.776 3.327 4.131 0.49
C -4.017 0.862 2.597 -1.72
H -4.971 1.276 2.963 0.38
H -3.446 0.536 3.479 0.39
H -4.239 -0.021 1.990 0.36
C -3.981 1.137 -0.593 -1.75
H -4.995 1.571 -0.618 0.36
H -4.073 0.085 -0.294 0.46
H -3.573 1.178 -1.615 0.34
C -2.487 3.842 -1.251 -1.71
H -3.443 4.398 -1.249 0.40
H -2.485 3.169 -2.116 0.31
H -1.673 4.573 -1.388 0.39
C 0.792 1.525 0.707 0.70
C 0.769 2.674 -0.094 -0.61
C 1.100 2.682 -1.529 -0.87
C 0.643 1.440 -2.359 -0.93
C -0.622 0.776 -1.911 -0.51
C -0.642 -0.341 -1.027 0.16
C 0.583 -0.863 -0.287 -0.12
C 1.513 0.231 0.283 -1.13
H 2.193 2.788 -1.673 0.51
H 1.495 0.757 -2.472 0.09
H 0.651 3.595 -1.972 0.41
H 2.336 0.444 -0.415 0.18
H 0.877 1.732 1.787 0.54
H 0.752 3.645 0.393 0.52
H 1.987 -0.159 1.194 0.62
H 0.210 -1.425 0.575 0.60
H -1.426 -1.092 -1.180 0.87
H 1.172 -1.597 -0.863 -0.90
H 0.466 1.833 -3.373 0.50
H -1.443 0.874 -2.625 0.72
P 2.447 -3.809 -1.400 0.62
P 0.657 -6.102 -1.920 0.16
C 3.315 -5.313 -2.170 -0.93
C 2.489 -6.571 -1.958 -0.95
H 4.299 -5.424 -1.690 0.43
H 3.456 -5.104 -3.245 0.46
H 2.635 -7.276 -2.793 0.49
H 2.728 -7.082 -1.008 0.47
C 0.183 -7.827 -1.509 -1.13
H -0.904 -7.906 -1.618 0.39
H 0.484 -8.051 -0.479 0.35
H 0.689 -8.508 -2.207 0.33
C 0.470 -6.351 -3.743 -1.17
H 0.987 -7.279 -4.019 0.39
H 0.872 -5.509 -4.317 0.27
H -0.602 -6.458 -3.941 0.39
C 3.698 -3.668 -0.055 -1.27
H 3.562 -2.733 0.497 0.30
H 4.699 -3.704 -0.504 0.39
H 3.569 -4.523 0.622 0.34
C 3.107 -2.611 -2.644 -1.14
H 2.607 -2.803 -3.605 0.27
H 4.190 -2.769 -2.754 0.43
H 2.903 -1.580 -2.324 0.30
C 0.897 5.290 4.892 -0.96
S 1.398 3.843 3.952 1.13
O 2.083 4.368 2.765 -0.69
O 2.260 3.099 4.897 -0.69
O 0.156 3.115 3.615 -0.58
H 1.793 5.747 5.320 0.37
H 0.234 4.979 5.707 0.27
H 0.392 6.004 4.235 0.28
```

## Properties
- gap between HOMO and LUMO (alpha / beta) (hartree) = 0.1460 / 0.1459
- HOMO level (alpha / beta) (eV) = -10.134 / -10.134
- F_max (eV/A) = 3.32
- lowest unoccupied orbital energy (alpha / beta) (hartree) = -0.226 / -0.226
- total charge = +1

# 6
C25H46Br12IO10PS | ωB97M-V with the def2-TZVPD basis set

Structure (XYZ):
```
96
Properties=species:S:1:pos:R:3:mulliken_charge:R:1
C 2.588 -5.810 1.159 -0.93
C 1.898 -5.747 -0.204 -0.31
O 0.536 -5.383 -0.099 -0.43
C 0.333 -3.991 0.089 -0.30
C -0.895 -3.815 0.972 -0.52
O -0.816 -2.821 1.975 0.23
C -0.635 -1.457 1.622 0.91
C -1.250 -1.161 0.285 -1.85
C -1.743 0.269 0.024 -0.33
C -2.902 0.309 -1.002 -1.24
C -2.534 1.131 -2.251 -0.74
C -2.020 0.286 -3.425 -1.17
C -0.493 0.238 -3.545 -0.55
C 0.133 1.375 -4.370 -0.64
C 1.469 1.852 -3.769 -0.27
C 2.459 2.367 -4.826 -1.03
C 3.061 3.753 -4.621 0.54
O 2.440 4.646 -5.530 -0.42
C 2.911 5.974 -5.396 -0.51
O 0.817 -1.303 1.720 -0.48
S 1.220 -1.708 3.220 1.34
O 1.882 -2.961 3.286 -0.55
O 2.037 -0.687 3.818 -0.84
O -0.324 -1.508 3.887 -0.48
C -1.025 -0.661 2.900 1.38
C -0.415 0.763 3.204 -1.91
P 0.591 1.813 2.103 0.71
O -0.088 2.333 0.918 -0.61
O 0.960 3.021 3.115 -0.57
O 1.999 1.198 1.732 -0.40
C -2.505 -0.555 3.294 -1.27
I -3.830 -2.123 2.617 0.06
C -2.673 -0.462 4.828 -0.03
C -3.732 0.569 5.218 -1.47
H 2.836 -4.804 1.491 0.17
H 3.481 -6.423 1.126 0.44
H 1.870 -6.178 1.889 0.24
H 1.925 -6.736 -0.652 0.36
H 2.425 -5.044 -0.853 0.28
H 1.225 -3.537 0.516 0.39
H 0.179 -3.545 -0.898 0.05
H -1.017 -4.755 1.505 0.54
H -1.790 -3.738 0.355 0.20
H -2.091 -1.826 0.127 0.37
H -0.516 -1.432 -0.474 0.41
H -1.996 0.802 0.930 0.58
H -0.924 0.802 -0.440 0.23
H -3.146 -0.696 -1.344 0.44
H -3.792 0.712 -0.526 0.40
H -3.430 1.650 -2.587 0.49
H -1.773 1.862 -1.989 0.42
H -2.414 -0.728 -3.380 0.60
H -2.403 0.722 -4.349 0.38
H -0.241 -0.694 -4.053 0.37
H -0.015 0.205 -2.566 0.14
H 0.373 1.003 -5.364 0.42
H -0.568 2.201 -4.484 0.30
H 1.914 0.983 -3.287 0.39
H 1.287 2.594 -2.996 0.18
H 1.968 2.388 -5.796 0.34
H 3.297 1.675 -4.891 0.35
H 2.916 4.123 -3.597 -0.55
H 4.146 3.712 -4.774 0.38
H 2.531 6.449 -4.492 0.08
H 2.542 6.534 -6.250 0.28
H 4.001 5.974 -5.385 0.29
H 0.156 0.656 4.123 1.00
H -1.226 1.439 3.478 0.58
H 0.693 2.842 4.019 0.38
H 2.643 1.310 2.439 0.28
H -2.936 0.331 2.846 0.77
H -1.739 -0.178 5.306 0.32
H -2.943 -1.441 5.211 0.43
H -3.576 1.497 4.668 0.32
H -3.615 0.820 6.269 0.45
H -4.739 0.204 5.042 0.30
C 0.374 -4.383 6.909 -0.44
Br 1.415 -3.487 8.260 -0.08
Br -1.389 -4.816 7.554 -0.06
Br 0.317 -3.353 5.275 0.19
H 0.870 -5.320 6.702 0.37
C 0.906 6.376 -1.186 -0.35
Br 2.628 5.588 -1.507 -0.07
Br 0.879 8.220 -1.742 -0.05
Br -0.498 5.384 -2.016 0.01
H 0.737 6.357 -0.120 0.39
C 4.952 5.147 -8.252 0.28
Br 6.312 3.801 -8.069 -0.02
Br 5.579 6.868 -7.668 -0.03
Br 4.255 5.218 -10.040 -0.01
H 4.135 4.867 -7.599 -0.20
C -5.372 -5.653 4.913 -0.30
Br -3.857 -6.823 5.019 -0.01
Br -5.078 -3.997 5.851 -0.01
Br -5.900 -5.366 3.085 -0.04
H -6.195 -6.149 5.404 0.34
```

## Properties
- gap between HOMO and LUMO (hartree) = 0.3459
- HOMO level (eV) = -9.540
- F_max (eV/A) = 4.15
- lowest unoccupied orbital energy (hartree) = -0.005
- total charge = 0